# 1
The following is a quantum chemistry calculation of 4 unconnected molecules or ions with the total composition C4H14N2OS at a distorted geometry, from the OMol25 dataset.

```
22
Properties=species:S:1:pos:R:3:forces:R:3
C 0.050053 -0.920871 -1.723745 -1.1 0.4 0.9
C -0.536803 -0.048930 -0.616271 0.0 0.0 1.7
C -2.028725 0.578297 -0.827859 2.5 1.6 -1.8
S -3.327162 -0.182433 0.000098 1.8 -2.5 -0.2
N 0.386405 0.962151 -0.102208 -1.3 0.3 0.3
C 0.441543 1.038422 1.363615 5.7 -1.2 -1.1
N 1.205044 -0.004571 1.945950 1.8 3.0 -0.1
H -0.715068 -1.680077 -2.001987 0.7 0.3 0.0
H 0.367080 -0.328452 -2.565617 0.0 0.1 -0.4
H 0.919682 -1.320703 -1.203576 0.2 -0.6 -0.6
H -0.593482 -0.671430 0.288511 -0.9 -0.8 -0.2
H -1.793640 1.719624 -0.805230 -1.3 -1.7 0.5
H -2.228468 0.373665 -1.914433 0.0 0.1 0.4
H -1.550767 0.627756 1.921855 0.6 0.4 -0.3
H 1.325373 0.659011 -0.326431 1.2 -0.2 -0.7
H 0.934766 1.957595 1.699787 -1.4 0.5 0.1
H -0.649140 0.955580 1.628740 -3.7 -0.2 1.5
H 1.752423 -0.579392 1.226780 0.2 -0.7 -0.8
H 2.025546 0.486964 2.463346 -2.0 -1.4 -0.2
H -2.235004 -1.973220 -0.232354 -1.8 2.6 0.5
H 3.568042 -0.998992 -0.100187 0.6 0.0 0.2
O 2.682309 -0.649989 -0.118784 -1.7 0.2 0.5
```
Positions in Å, forces in eV/Å.

## Properties
Spin multiplicity: 2
Energy relative to the best compared isomer or geometry (same formula, charge and spin) in kcal per mole: 226.39
E_HOMO (alpha / beta) in eV: -12.520 / -11.877
Expectation value of S²: 1.219
Charge: +1
HOMO-LUMO gap (alpha / beta) in eV: 5.57 / 2.98
Calculated total energy in hartree: -743.0344

# 2
The following is a quantum chemistry calculation of C5H8N2 in the gas phase at a distorted geometry, from the OMol25 dataset.

```
15
Properties=species:S:1:pos:R:3:forces:R:3
C 2.224674 -0.641829 -0.208038 0.3 0.1 0.0
N 0.951291 0.033012 -0.176161 0.4 0.5 0.4
C 0.656502 1.346709 -0.096074 0.3 0.3 0.0
C -0.682635 1.470046 0.225597 0.0 0.0 -0.3
C -1.136374 0.137109 0.284982 0.6 -0.2 -0.3
C -2.319581 -0.760631 0.208953 0.4 -0.3 -0.3
N -0.102631 -0.690952 0.126660 0.6 0.1 -0.4
H 2.960993 0.036436 -0.632486 0.1 -0.1 0.0
H 2.160890 -1.545554 -0.822468 -0.1 0.3 0.1
H 2.505410 -0.925659 0.810614 0.1 0.0 -0.2
H 1.414707 2.078331 -0.308591 0.0 0.2 0.1
H -1.227386 2.397674 0.335092 0.0 -0.2 -0.1
H -1.505482 -1.630303 0.187880 -3.6 -0.1 0.9
H -2.722091 -0.790687 -0.808938 0.0 0.3 0.0
H -3.178293 -0.513706 0.872973 0.8 -0.9 0.0
```
Positions in Å, forces in eV/Å.

## Properties
Spin multiplicity: 1
Energy relative to the best compared isomer or geometry (same formula, charge and spin) in kcal per mole: 45.90
E_HOMO in eV: -8.951
HOMO-LUMO gap in eV: 9.96
Calculated total energy in hartree: -304.7623

- Which value of spin multiplicity does entry 1 give?
  2

- Number 2 is which compound?
  C5H8N2

- Look up the energy relative to the best compared isomer or geometry (same formula, charge and spin) of the first one.
  226.39 kcal per mole